The following is a DFT calculation (ωB97M-V with the def2-TZVPD basis set) of C5H5NiO6 as an isolated structure in a non-equilibrium geometry.

```
17
Properties=species:S:1:pos:R:3:forces:R:3
C -2.097362 2.865650 4.273128 -0.5201 0.3580 0.2396
C -1.323039 1.745881 3.557593 -0.2828 -0.2623 2.0081
O -0.166670 1.934425 3.203232 -0.1859 0.6134 -0.3744
O -3.236990 2.675286 4.586447 0.7388 -0.1475 -0.3519
H -1.509562 3.767323 4.538564 -0.1234 -0.1598 -0.2338
H -1.727556 0.727648 3.701535 -0.2229 0.1649 -0.7504
C 0.556710 -1.332051 0.619134 -5.4072 -1.5602 -2.0900
C 0.424774 -1.851518 -0.902921 0.6547 2.4585 1.9090
O 0.876083 -3.168363 -0.754460 1.3193 -3.0706 0.6260
C 1.576904 -3.347400 0.374824 -4.4377 7.4873 -1.8888
O 1.447877 -2.253148 1.167786 2.2157 -3.5227 0.9114
O 2.291381 -4.265125 0.604498 2.4665 -3.5663 0.8446
O 0.912930 -0.111370 0.780586 1.5127 3.1145 0.6282
H 1.108365 -1.253608 -1.517012 -0.1769 -0.3440 -0.2385
H -0.607070 -1.822459 -1.258466 0.2275 -0.3433 -0.0774
Ni 1.036968 1.190558 2.037153 0.3984 -1.0987 -0.9996
H -0.517781 -1.499247 1.059046 1.8233 -0.1212 -0.1621
```
Positions in Å, forces in eV/Å.

Output
Largest force on an atom in eV Å⁻¹: 8.91
2S+1: 4
Highest occupied orbital energy (spin up / spin down) in eV: -17.78 / -17.79
LUMO energy (spin up / spin down) in eV: -9.206 / -13.603
Charge: +2
Energy relative to the best compared isomer or geometry (same formula, charge and spin) in kcal per mole: 89.6
Orbital gap (spin up / spin down) in eV: 8.5700 / 4.1872
⟨S²⟩: 3.76

=====

The following is a DFT calculation (ωB97M-V with the def2-TZVPD basis set) of C28H31BrN3O4ReS3 as an isolated structure in a non-equilibrium geometry.

```
71
Properties=species:S:1:pos:R:3:forces:R:3
Re 0.059549 -0.603593 0.206269 0.0447 -0.2017 0.3736
C 5.439649 -0.578993 -2.028431 -0.0614 0.0639 0.2512
C 4.886649 -0.230993 -0.650331 0.4322 -0.6511 -0.2071
N 4.074349 0.965507 -0.648031 -0.4264 -0.0432 0.1428
C 4.737349 2.258207 -0.552531 0.1571 0.7189 -0.0764
C 4.765749 2.978607 -1.897731 -0.0108 -0.1053 0.1280
C 2.755849 0.935707 -0.723331 -0.3412 -0.5799 -0.0170
S 1.979049 -0.589893 -1.183631 -0.3440 -0.1611 0.0799
N 2.094249 2.055507 -0.598431 -0.3867 0.8524 0.1533
C 0.853249 2.289207 -0.216331 1.6123 0.0651 -0.4195
O 0.084549 1.438507 0.327269 -0.8974 -1.2921 0.2570
C 0.401849 3.679107 -0.358431 -0.4437 0.2341 0.0158
C -0.961851 3.969507 -0.397331 0.1122 -0.1077 0.0567
C -1.386451 5.277407 -0.540031 -0.0660 0.1015 0.0008
C -0.458851 6.305007 -0.627531 0.0627 -0.0619 0.0066
C 0.898149 6.020307 -0.582531 0.0270 0.0405 0.0008
C 1.330949 4.715407 -0.457631 -0.1013 -0.1778 0.0289
H 6.037249 -1.482493 -1.948131 0.0885 -0.0869 -0.0584
H 6.069749 0.218707 -2.412931 0.0582 0.0274 -0.0759
H 4.627149 -0.761793 -2.726231 -0.0571 -0.0027 -0.1331
H 5.711049 -0.067393 0.047869 -0.1485 -0.0163 0.0232
H 4.281249 -1.062593 -0.281531 0.1573 0.1678 0.0831
H 5.755449 2.099907 -0.199231 -0.0874 -0.1324 0.0845
H 4.203149 2.869507 0.178069 0.1757 -0.1197 0.0076
H 5.315549 2.404107 -2.637231 0.1028 -0.0198 -0.0753
H 5.245949 3.946307 -1.780531 0.0567 0.0915 -0.0249
H 3.757149 3.132307 -2.267731 -0.1138 0.0690 -0.0287
H -1.675751 3.161907 -0.327231 -0.0647 -0.0392 0.0266
H -2.440451 5.509007 -0.576131 -0.0809 -0.0468 -0.0095
H -0.787451 7.329207 -0.725831 -0.0544 0.0468 -0.0071
H 1.622749 6.817807 -0.634431 0.0524 0.0944 -0.0259
H 2.381849 4.483007 -0.410131 0.1211 -0.0004 -0.0156
S 1.571249 -1.097093 1.978169 -0.1498 0.2437 -1.2078
C 0.729849 -0.939593 3.504869 -0.2899 0.0950 0.2491
C -0.257551 0.022707 3.700369 0.1693 -0.1643 -0.0212
C -0.887551 0.099507 4.926869 -0.1199 -0.0831 0.1338
C -0.543851 -0.774193 5.948269 -0.0017 -0.0146 -0.0005
C 0.462149 -1.710793 5.760169 -0.0943 0.0395 0.0537
C 1.108349 -1.791893 4.542969 -0.1258 0.1229 -0.3326
H -0.527251 0.693807 2.895869 -0.0099 0.0659 0.0315
H -1.663651 0.831607 5.084369 -0.0914 0.1016 0.0270
H -1.068551 -0.735793 6.888669 -0.0388 0.0661 0.1518
H 0.727049 -2.392493 6.554469 0.0398 -0.0154 0.0805
H 1.885149 -2.520193 4.367569 0.0729 -0.1035 0.0333
Br -6.648651 -0.731093 -3.463431 0.1599 0.0307 0.3366
C -5.841651 -0.667193 -1.744531 0.0622 -0.0165 -0.2219
C -6.629451 -0.749593 -0.598331 0.0067 -0.0025 -0.5396
N -6.114251 -0.733193 0.613469 -0.3154 -0.0197 0.5781
C -4.808051 -0.638193 0.760369 0.4653 -0.0002 -0.1200
C -3.936351 -0.545593 -0.324531 -0.1178 -0.0023 0.0431
C -4.467651 -0.555293 -1.613331 -0.2155 -0.0066 0.0741
C -2.473051 -0.482693 -0.122231 -1.1474 -0.0314 -0.2700
O -1.971551 -0.605793 1.025669 1.0265 -0.0087 0.4702
O -1.706351 -0.357093 -1.115831 0.8845 0.1471 -0.2700
H -7.704751 -0.836793 -0.667631 -0.0862 0.0014 -0.0924
H -4.433751 -0.642593 1.774769 0.1214 0.0207 0.0385
H -3.825951 -0.477793 -2.480231 0.0176 0.0198 -0.0052
O -0.323851 -2.676993 -0.194831 -0.0196 1.2666 1.1163
S -0.146451 -3.477593 -1.475231 -0.3086 -0.8907 -0.8105
C -1.725651 -3.304893 -2.397631 0.1680 -0.0163 -0.1242
C -2.633951 -4.490693 -2.072631 -0.0530 -0.1753 0.1291
C -2.106551 -5.142893 -0.796531 -0.1522 0.0829 -0.0181
C -0.596251 -5.163593 -0.926631 0.0296 0.3540 -0.0233
H -1.468551 -3.256993 -3.454131 0.0668 0.0864 -0.0307
H -2.142751 -2.344193 -2.104631 0.1821 0.0373 0.0555
H -2.605351 -5.205793 -2.896731 -0.0290 -0.0005 0.0461
H -3.668251 -4.167693 -1.947231 0.0547 0.0144 -0.0748
H -2.505751 -6.148493 -0.667831 0.0415 0.0091 0.0647
H -2.379051 -4.548193 0.076969 -0.0465 -0.0485 0.0313
H -0.258751 -5.839493 -1.710731 0.0935 -0.0284 -0.0975
H -0.071451 -5.377193 0.001069 0.1752 0.0961 -0.0298
```
Positions in Å, forces in eV/Å.

Output
Largest force on an atom in eV Å⁻¹: 1.69
2S+1: 4
Highest occupied orbital energy (spin up / spin down) in eV: -10.26 / -10.57
LUMO energy (spin up / spin down) in eV: -2.743 / -3.954
Charge: +1
Energy relative to the best compared isomer or geometry (same formula, charge and spin) in kcal per mole: 8.4
Orbital gap (spin up / spin down) in eV: 7.5130 / 6.6138
⟨S²⟩: 3.77

=====

The following is a DFT calculation (ωB97M-V with the def2-TZVPD basis set) of one molecule with the formula C5H7NO2 in a non-equilibrium geometry.

```
15
Properties=species:S:1:pos:R:3:forces:R:3
C 0.733916 0.515398 0.043584 1.5103 -0.8528 6.0004
C 1.066819 0.175147 1.790995 0.0901 0.7001 -1.5056
C -0.603056 0.067039 -0.170767 -1.1791 1.2650 -5.1416
C -0.755068 -0.233191 -2.667348 -0.2038 -0.0197 0.6757
C -1.608027 -0.548083 0.412719 0.3420 -0.9010 -0.2612
O 2.289666 0.688070 2.061361 -0.1769 -0.0011 0.1999
N -0.706112 0.674736 -1.779783 -0.8787 -1.8161 2.1756
O 0.406013 -0.333646 2.665589 0.1916 0.3779 -1.4104
H 2.406961 0.611944 3.031945 0.0253 -0.0626 -0.4696
H 0.854817 1.597240 -0.013126 0.1315 -0.2295 -0.2855
H 1.494515 -0.067125 -0.474542 -0.0901 0.2690 -0.1525
H -0.719580 -1.310154 -2.410934 -0.1020 0.3628 -0.2482
H -0.883384 0.038744 -3.728573 0.2830 -0.0165 0.4398
H -2.438686 -0.925011 -0.178162 -0.1028 0.5833 -0.0068
H -1.538794 -0.951106 1.417041 0.1595 0.3413 -0.0100
```
Positions in Å, forces in eV/Å.

Output
Largest force on an atom in eV Å⁻¹: 6.25
2S+1: 1
Highest occupied orbital energy in eV: -9.44
LUMO energy in eV: 0.728
Charge: 0
Energy relative to the best compared isomer or geometry (same formula, charge and spin) in kcal per mole: 67.5
Orbital gap in eV: 10.1712
SMILES: C=NC(=C)CC(=O)O